1.
58
Properties=species:S:1:pos:R:3:mulliken_charge:R:1 method="wB97M-V/def2-TZVPD" s2=0.762 charge=+1 fmax_ev_per_a=3.16 e_tot_ev=-201206.1045 multiplicity=2 gap_ev="5.3 / 5.7" relative_energy_kj_mol=284.7
Ru -0.02220 -0.57100 -0.17050 0.479
C 2.72830 -0.05180 -2.03860 -0.930
C 3.16940 -0.12970 -0.61290 0.506
C 4.50200 0.03200 -0.24530 -1.011
C 4.85550 0.05840 1.08790 -0.848
C 3.85790 -0.08340 2.06950 0.917
C 4.04900 0.06240 3.46340 0.049
Br 5.78770 0.38380 4.14630 -0.218
C 2.98100 0.01920 4.34550 -0.390
C 1.70780 -0.27840 3.89500 -0.361
Br 0.26010 -0.33840 5.09530 -0.143
C 1.43840 -0.55250 2.52200 0.656
O 0.32090 -0.94230 2.07700 -0.723
C 2.54280 -0.33290 1.61460 -0.298
N 2.22700 -0.33560 0.30890 0.752
H 3.56580 -0.19360 -2.71490 0.489
H 2.29550 0.93210 -2.23000 0.038
H 1.96760 -0.81130 -2.24490 0.050
H 5.24380 0.17830 -1.01320 0.511
H 5.87780 0.23240 1.38000 0.364
H 3.14770 0.21240 5.39460 0.438
N -0.69660 0.17820 -2.69140 -0.261
N -0.57130 1.52100 -3.06260 -0.473
C -0.14220 2.46850 -2.20240 0.741
N -0.11730 3.72980 -2.64970 -0.440
S 0.40950 2.14490 -0.65020 -0.382
H -0.29890 -0.42790 -3.40780 0.340
H -1.67480 -0.08860 -2.53970 0.273
H -0.98780 1.82720 -3.93840 0.219
H -0.43410 3.99070 -3.56760 0.184
H 0.23370 4.44660 -2.03690 0.215
O -2.91840 0.44280 1.26600 -0.511
B -2.08170 -0.15440 0.35830 0.581
O -2.84360 -0.70090 -0.69470 -0.264
C -4.14790 -0.42400 -0.39940 0.463
C -5.29040 -0.71600 -1.11470 -0.915
C -6.48730 -0.26850 -0.57750 -0.608
C -6.53270 0.42100 0.62840 -0.499
C -5.38530 0.70900 1.35060 -1.052
C -4.18850 0.28090 0.81060 0.940
H -5.25680 -1.26600 -2.04120 0.482
H -7.40320 -0.45620 -1.11420 0.398
H -7.48900 0.74180 1.01100 0.403
H -5.42440 1.24020 2.28720 0.496
C 1.54060 -6.00020 0.23110 -1.012
N 1.17580 -4.71830 -0.33890 -0.172
C -0.01730 -4.18070 -0.58440 1.019
S -0.03290 -2.70140 -1.45400 -0.757
N -1.21450 -4.69960 -0.32000 -0.165
C -1.61020 -6.01800 0.13410 -0.970
H 2.62500 -6.07670 0.21560 0.358
H 1.13560 -6.82580 -0.35330 0.340
H 1.20740 -6.08820 1.26480 0.328
H 1.94440 -4.12760 -0.62430 0.211
H -1.97150 -4.09090 -0.60320 0.171
H -1.13550 -6.27970 1.07750 0.313
H -1.38130 -6.78040 -0.61330 0.328
H -2.68740 -6.00790 0.28510 0.349


2.
52
Properties=species:S:1:pos:R:3:mulliken_charge:R:1 method="wB97M-V/def2-TZVPD" charge=0 smiles="CCC[C@H](C)N(B(C)O)S(=O)(=O)F.O=C1c2ccccc2C(=O)c2ccccc21" fmax_ev_per_a=2.15 e_tot_ev=-47071.8577 gap_ev=8.7
C 2.10002 -2.44028 -0.82805 -1.364
C 1.68907 -1.00798 -1.13498 -0.022
C 2.29583 0.07848 -0.20461 -1.223
C 3.47578 -0.30670 0.67405 0.431
C 3.66642 0.83022 1.72973 -1.567
N 4.78366 -0.53574 0.00214 0.118
B 4.98863 -0.02006 -1.39558 0.343
C 4.61054 -0.72212 -2.74354 -0.936
O 5.59033 1.19466 -1.48100 -0.521
S 5.61453 -1.88772 0.35204 1.159
O 5.60209 -2.84569 -0.68696 -0.580
O 6.91079 -1.49930 0.75731 -0.636
F 4.90233 -2.48681 1.58334 -0.237
H 1.71024 -2.74494 0.13945 0.311
H 1.66721 -3.09325 -1.58113 0.436
H 3.16980 -2.61056 -0.86425 0.222
H 0.60725 -0.95792 -1.02488 0.192
H 1.89066 -0.72717 -2.16345 0.276
H 1.50181 0.32268 0.49940 0.462
H 2.45399 1.01034 -0.74617 0.372
H 3.16985 -1.16090 1.26146 0.392
H 4.73118 0.97567 1.87227 0.429
H 3.26866 1.75446 1.32017 0.365
H 3.20573 0.56898 2.67424 0.336
H 4.39764 -1.77813 -2.63924 0.300
H 5.45169 -0.59385 -3.41878 0.301
H 3.76201 -0.19403 -3.17764 0.331
H 6.18146 1.25066 -0.70656 0.330
O -1.91089 0.10220 -0.45055 -0.645
C -3.00200 0.42386 -0.02584 0.463
C -3.76117 -0.47532 0.88568 0.180
C -3.19927 -1.68694 1.26799 -0.528
C -3.87743 -2.51663 2.14353 -0.563
C -5.11984 -2.13984 2.64280 -0.453
C -5.69150 -0.94121 2.25308 -0.614
C -5.01835 -0.10731 1.36976 0.342
C -5.65496 1.17083 0.94634 0.512
O -6.76862 1.46596 1.32477 -0.666
C -4.88599 2.07911 0.05104 0.253
C -5.44593 3.29218 -0.32792 -0.606
C -4.73119 4.16022 -1.13478 -0.459
C -3.45324 3.82102 -1.56681 -0.541
C -2.89564 2.60804 -1.20277 -0.526
C -3.61013 1.73045 -0.39713 0.185
H -2.23150 -1.97472 0.88175 0.590
H -3.43672 -3.45818 2.44302 0.410
H -5.64293 -2.78495 3.33597 0.393
H -6.65920 -0.64781 2.63493 0.475
H -6.43751 3.55440 0.01310 0.473
H -5.16769 5.10619 -1.42620 0.401
H -2.89336 4.50509 -2.19046 0.404
H -1.90416 2.34036 -1.54005 0.502


3.
60
Properties=species:S:1:pos:R:3:mulliken_charge:R:1 method="wB97M-V/def2-TZVPD" s2=6.009 charge=-2 fmax_ev_per_a=3.89 e_tot_ev=-360047.8984 multiplicity=5 gap_ev="4.1 / 4.2"
Pm 1.61321 0.94799 0.63948 -0.178
Te 4.26821 0.94799 2.83788 -0.301
Te 6.42071 -0.14671 1.48298 -0.214
Te 6.41881 2.04819 -0.20382 -0.414
Te 4.27071 0.94799 -1.56102 -0.287
N 0.68881 2.47609 2.19998 -0.209
C 1.63661 3.53309 2.53068 -0.638
C 2.37341 3.99679 1.26098 -0.640
N 3.01611 2.85999 0.61338 -0.139
H -0.18299 2.89109 1.75668 0.206
H 0.31681 1.95259 3.09148 0.319
H 2.36151 3.14929 3.25728 0.216
H 1.11351 4.37489 2.99568 0.397
H 3.11951 4.75809 1.51078 0.438
H 1.65791 4.44799 0.56428 0.235
H 3.90981 2.60269 1.12708 -0.076
H 3.34771 3.09189 -0.40822 0.201
Br -5.19139 2.75309 -1.16592 -0.242
C -3.26989 2.66619 -1.07892 0.159
C -2.48259 3.49489 -1.90752 0.243
Br -3.32289 4.71979 -3.13262 -0.230
C -1.07649 3.42599 -1.83862 -0.369
Br 0.03381 4.53489 -2.94752 -0.185
C -0.47899 2.53369 -0.94632 0.912
O 0.78941 2.42849 -0.84102 -0.439
C -1.25389 1.71809 -0.13062 -0.402
O -0.63659 0.92749 0.65998 -0.233
C -2.64809 1.77179 -0.18442 -0.324
Br -3.68009 0.62579 0.96158 -0.184
N 0.72381 -0.59201 -0.90052 -0.307
C 0.25651 -1.37621 -1.61122 0.535
N -0.29059 -2.29721 -2.41792 -0.011
C -0.99429 -1.97081 -3.68052 -0.796
C -2.48979 -2.23811 -3.52802 -0.575
C -2.80249 -3.38091 -2.55872 -0.567
C -1.66219 -4.38931 -2.51322 -0.598
C -0.35059 -3.74451 -2.06102 -0.598
H -0.57589 -2.58861 -4.48432 0.341
H -0.82549 -0.92611 -3.96462 0.397
H -2.90509 -2.46891 -4.51882 0.338
H -3.00439 -1.33301 -3.18732 0.323
H -3.73989 -3.86981 -2.84692 0.407
H -2.95999 -2.96781 -1.55412 0.212
H -1.53059 -4.82861 -3.50972 0.335
H -1.91239 -5.21761 -1.84002 0.377
H 0.50211 -4.26251 -2.51602 0.264
H -0.25329 -3.84791 -0.97482 0.271
N -1.95199 -4.57951 1.62258 -0.642
C -1.33489 -3.69811 2.05718 -0.010
C -0.57629 -2.61471 2.59478 0.041
C -0.37459 -2.47981 3.96868 -0.258
C 0.37311 -1.40571 4.44778 -1.353
C 0.89241 -0.50461 3.53138 -0.146
N 0.71431 -0.60841 2.19588 0.516
C -0.01639 -1.66161 1.75678 0.577
H -0.79319 -3.20131 4.66678 0.449
H 0.54711 -1.27421 5.51048 0.401
H 1.48191 0.34889 3.85578 0.555
H -0.13739 -1.71081 0.67698 -0.055
H 2.85771 -0.79001 0.63948 -0.048


4.
51
Properties=species:S:1:pos:R:3:mulliken_charge:R:1 method="wB97M-V/def2-TZVPD" charge=+2 fmax_ev_per_a=1.97 e_tot_ev=-122321.1460 gap_ev="4.3 / 4.3"
Pt -0.10758 0.37806 -0.58648 0.909
Cl -0.87261 -3.54594 -4.00078 -0.035
C -1.10103 -3.62228 -2.34110 0.497
C -1.46936 -4.79364 -1.72964 -0.867
C -1.66256 -4.85025 -0.34827 1.161
Cl -2.12539 -6.31356 0.33758 -0.068
C -1.45343 -3.70237 0.49772 -0.274
C -1.58708 -3.72198 1.89331 -0.761
C -1.34030 -2.57466 2.61440 -0.892
C -0.95073 -1.42456 1.93313 -0.287
N -0.82857 -1.40051 0.60910 -0.246
C -1.08738 -2.49102 -0.10667 0.987
C -0.95050 -2.38150 -1.57029 0.074
O -0.75616 -1.31012 -2.11974 -0.614
H -1.61232 -5.68094 -2.33206 0.503
H -1.87673 -4.63160 2.40226 0.472
H -1.43679 -2.55812 3.69066 0.467
H -0.72913 -0.50680 2.46225 0.566
C -0.92097 3.09592 1.44144 -0.963
Ge -1.58147 3.34667 -0.40968 0.415
C -0.44548 4.51512 -1.50095 -1.051
C -3.47247 3.90798 -0.36236 -1.162
C -1.65189 1.52275 -1.26981 -1.018
H -0.63326 4.05658 1.86819 0.403
H -0.06261 2.42749 1.48030 0.094
H -1.72111 2.67475 2.05071 0.321
H -0.20680 5.42356 -0.94896 0.377
H -0.96688 4.79926 -2.41398 0.368
H 0.48770 4.02118 -1.77369 0.314
H -3.49919 4.91574 0.05222 0.395
H -4.03966 3.23759 0.28073 0.367
H -3.91161 3.92139 -1.35762 0.380
H -1.47847 1.62482 -2.34676 0.529
H -2.61630 1.04061 -1.11016 0.457
C 3.57175 -0.92773 -2.13877 -1.122
S 1.94575 -1.04497 -1.34194 0.844
O 1.69795 -2.44982 -0.96582 -0.604
C 2.33585 -0.14370 0.18044 0.153
C 2.28462 1.25841 0.13117 -0.386
C 2.61397 1.98016 1.27284 -0.783
C 2.95144 1.30847 2.44051 -0.531
C 2.99259 -0.08120 2.47335 -0.682
C 2.68144 -0.81852 1.33965 -0.610
H 4.29294 -1.41577 -1.48463 0.402
H 3.79288 0.13089 -2.26583 0.387
H 3.51482 -1.42269 -3.10616 0.452
H 2.15300 1.77909 -0.81823 0.730
H 2.63054 3.06150 1.24481 0.486
H 3.19432 1.87339 3.33071 0.456
H 3.28765 -0.58615 3.38362 0.469
H 2.72662 -1.90100 1.33926 0.518


5.
52
Properties=species:S:1:pos:R:3:mulliken_charge:R:1 method="wB97M-V/def2-TZVPD" charge=0 smiles="CC1(C)Cc2c(sc(NC(=O)COc3ccc(Cl)cc3Cl)c2C(N)=O)C(C)(C)N1" fmax_ev_per_a=0.66 e_tot_ev=-67608.1575 gap_ev=8.6
C -4.17912 -2.68112 -0.85161 -1.901
C -3.37664 -1.37910 -0.75913 1.490
C -3.59562 -0.56420 -2.04612 -1.924
C -1.88076 -1.71245 -0.60986 -2.115
C -1.11824 -0.47309 -0.26047 0.175
C -1.75060 0.55333 0.36747 0.254
S -0.72793 1.94186 0.60318 -0.200
C 0.55164 1.12945 -0.20269 -0.530
N 1.77186 1.72271 -0.39886 0.005
C 2.12746 2.86885 0.21935 0.644
O 1.35252 3.52359 0.88882 -0.663
C 3.58459 3.28234 0.01671 -0.649
O 4.40609 2.29574 -0.55567 -0.523
C 4.59092 1.11850 0.10307 -0.014
C 4.10963 0.82119 1.37254 -0.027
C 4.31452 -0.42860 1.93246 -0.898
C 5.00722 -1.39221 1.22281 0.376
Cl 5.23876 -2.96106 1.90428 -0.232
C 5.51742 -1.11685 -0.03670 -0.682
C 5.30895 0.13197 -0.58718 0.679
Cl 5.91702 0.49426 -2.14886 -0.215
C 0.24142 -0.16316 -0.58113 0.338
C 1.29917 -1.01196 -1.13953 0.855
N 1.08209 -2.34545 -1.15666 -0.301
O 2.36193 -0.55067 -1.55245 -0.745
C -3.15831 0.52976 0.87431 1.218
C -3.91329 1.78699 0.40827 -1.651
C -3.12512 0.51793 2.41426 -1.785
N -3.80288 -0.71147 0.45704 -0.355
H -3.80169 -3.30628 -1.65664 0.349
H -4.10785 -3.22772 0.08508 0.431
H -5.22751 -2.46653 -1.04525 0.475
H -2.92757 0.29258 -2.08094 0.337
H -3.40128 -1.18420 -2.91822 0.457
H -4.62437 -0.21319 -2.09915 0.415
H -1.51856 -2.13539 -1.54795 0.600
H -1.77570 -2.45492 0.18747 0.619
H 2.40592 1.13775 -0.96232 0.413
H 3.60971 4.11885 -0.68880 0.384
H 3.97851 3.63927 0.97744 0.368
H 3.55567 1.55621 1.93487 0.385
H 3.92651 -0.64934 2.91385 0.436
H 6.06030 -1.86567 -0.58983 0.440
H 0.31281 -2.76414 -0.66814 0.162
H 1.84393 -2.92998 -1.45992 0.252
H -3.94125 1.84754 -0.67623 0.353
H -3.42056 2.67766 0.79004 0.435
H -4.93451 1.76650 0.78448 0.449
H -4.13888 0.48608 2.80460 0.415
H -2.62599 1.40747 2.78845 0.400
H -2.59315 -0.36339 2.76158 0.378
H -4.80917 -0.59624 0.46791 0.421


6.
47
Properties=species:S:1:pos:R:3:mulliken_charge:R:1 method="wB97M-V/def2-TZVPD" charge=+2 fmax_ev_per_a=2.75 e_tot_ev=-42426.9955 gap_ev="6.0 / 6.0" relative_energy_kj_mol=0.0
C 0.24282 0.78812 -5.26210 0.900
C 1.62237 1.27607 -5.11492 -0.998
C -0.00922 -0.65642 -5.34037 -1.046
C -0.89306 1.72161 -5.17316 -1.037
Cl 0.07449 0.89108 -2.08737 -0.308
H -0.05819 -1.00768 -6.39264 0.372
H -0.95836 -0.93314 -4.85220 0.324
H 0.78409 -1.23076 -4.83413 0.339
H 2.08674 1.53793 -6.08746 0.405
H 2.26193 0.51018 -4.64688 0.305
H 1.68357 2.16773 -4.47137 0.309
H -1.20335 2.11197 -6.16290 0.411
H -0.66732 2.59266 -4.53745 0.330
H -1.77620 1.23164 -4.73064 0.335
C 2.13249 -1.56251 1.59378 -0.304
C 1.11767 -2.18503 0.81966 -0.442
C 1.22723 -1.74094 -0.52221 -0.479
H 0.40995 -2.91865 1.18443 0.590
C 2.39363 -0.89408 -0.60195 -0.306
C 2.92379 -0.76877 0.72796 -0.744
H 3.81247 -0.19737 1.00350 0.445
H 2.31778 -1.71096 2.65638 0.525
H 0.61516 -2.06044 -1.35863 0.466
H 2.83004 -0.48886 -1.51871 0.470
C -2.81099 1.09693 0.99584 -0.711
C -2.60932 -0.04657 1.80140 -0.240
C -2.19474 -1.11489 0.95938 -0.434
H -2.80281 -0.11028 2.87441 0.527
C -2.08376 -0.62564 -0.36771 -0.540
C -2.52297 0.74487 -0.36175 -0.360
H -2.66176 1.37581 -1.23893 0.491
H -3.18409 2.06186 1.33259 0.456
H -2.04075 -2.14246 1.27279 0.557
H -1.81941 -1.21176 -1.23749 0.493
Sn 0.25548 0.86410 0.26008 0.931
N 0.04672 0.18314 8.40306 -0.363
C 0.09424 0.16956 7.23414 -0.281
C 0.12785 0.18408 5.80138 0.590
C -0.19738 -0.94837 5.05223 -0.668
C -0.16436 -0.85605 3.65851 -0.431
N 0.11691 0.28290 3.01803 0.442
C 0.46434 1.35969 3.73511 -0.308
C 0.45494 1.36057 5.12846 -0.759
H -0.49163 -1.88625 5.51645 0.523
H -0.38245 -1.74720 3.05398 0.377
H 0.75276 2.25145 3.16180 0.354
H 0.68265 2.28111 5.65559 0.492